Entry 1:
17
Properties=species:S:1:pos:R:3:forces:R:3:mulliken_charge:R:1 method="wB97M-V/def2-TZVPD" smiles="C=C(CC)NC" spin_multiplicity=1 gap_ev=9.1 e_above_lowest_ev=1.576 lumo_ha=0.04078
C -1.775660 -0.257314 -0.172598 -0.65 2.85 -0.66 -1.14
C -0.464361 -0.208469 0.069502 0.62 -1.45 -0.06 0.79
C 0.393413 0.948505 -0.392180 -0.01 0.43 -0.49 -0.46
C -0.256030 2.327595 -0.129926 1.97 0.00 1.22 -1.19
N 0.285815 -1.234906 0.657489 -0.34 -0.36 0.72 -0.28
C 1.529886 -1.717669 0.063773 -0.01 1.11 0.92 -0.86
H -2.677869 -0.819333 -0.122254 0.40 -1.75 0.75 0.34
H -2.177982 0.708773 -0.508515 0.44 -0.14 -0.12 0.13
H 1.386111 0.975545 0.087855 -0.59 -0.20 0.35 0.22
H 0.704305 0.746318 -1.438700 -0.65 0.38 0.18 0.33
H -0.042365 2.521934 0.936562 -0.54 -0.17 -0.12 0.30
H 0.363179 3.108847 -0.564535 -0.32 0.13 -0.66 0.34
H -1.307728 2.478761 -0.273446 -0.30 -0.14 -0.51 0.33
H -0.257643 -2.020048 1.002316 -0.15 0.40 -0.24 0.26
H 2.312729 -0.933518 0.138530 -0.44 -0.44 -0.36 0.23
H 1.321857 -1.980299 -0.969666 0.62 -0.51 -0.21 0.28
H 1.878423 -2.514472 0.733029 -0.06 -0.16 -0.72 0.36

---

Entry 2:
22
Properties=species:S:1:pos:R:3:forces:R:3:mulliken_charge:R:1 method="wB97M-V/def2-TZVPD" smiles="CC(C)C[C@H](N)C(=O)O" spin_multiplicity=1 gap_ev=10.4 e_above_lowest_ev=0.683 lumo_ha=0.02198
C 1.771150 -0.865583 -0.180674 -0.13 0.50 -2.28 -1.52
C 1.309772 0.603298 -0.423961 0.21 -0.10 0.73 0.85
C 0.916251 0.803603 -1.884239 -0.06 1.36 -0.19 -1.43
C 0.137914 0.935097 0.513190 -0.97 0.73 0.11 -0.97
C -0.883314 -0.211563 0.789885 2.17 -0.06 -0.18 0.45
N -1.657027 -0.762828 -0.325849 0.91 -0.54 -1.69 -0.62
C -1.720551 -0.008266 2.017334 -1.71 0.41 -1.08 0.11
O -1.454042 0.645828 2.968029 0.96 0.63 1.16 -0.58
O -2.896169 -0.623053 1.913684 -0.51 -0.57 0.13 -0.55
H 2.093464 -1.113187 0.793282 0.14 0.03 1.34 0.40
H 2.641773 -1.034826 -0.829880 -0.23 -0.21 0.05 0.44
H 0.968994 -1.583603 -0.490825 0.72 0.56 0.19 0.24
H 2.134301 1.339040 -0.187617 -0.67 -0.91 -0.11 0.31
H 1.769738 0.638739 -2.551797 -0.17 -0.01 0.07 0.41
H 0.153132 0.067163 -2.116892 -0.16 0.09 -0.42 0.31
H 0.528399 1.875935 -2.084028 0.50 -1.77 0.36 0.31
H 0.513075 1.128622 1.516531 0.13 0.29 0.01 0.38
H -0.343960 1.886511 0.157629 0.13 -0.83 0.37 0.34
H -0.186186 -0.948924 1.203435 -0.20 -0.58 -0.35 0.13
H -1.269214 -1.691879 -0.686503 -0.62 1.93 0.71 0.29
H -1.603163 -0.077447 -1.119078 -0.33 -1.12 1.02 0.27
H -2.924339 -1.002677 1.008343 -0.10 0.16 0.07 0.44

---

Entry 3:
51
Properties=species:S:1:pos:R:3:forces:R:3:mulliken_charge:R:1 method="wB97M-V/def2-TZVPD" spin_multiplicity=1 charge=+1 gap_ev=9.7 e_above_lowest_ev=0.257 lumo_ha=-0.06578
K -0.585116 -0.203711 0.060228 0.11 -0.19 -0.24 1.08
C 2.307160 -2.732168 -4.209342 -0.30 0.19 0.29 -1.05
S 1.342544 -1.266517 -3.646773 0.26 0.06 0.52 0.51
O 0.715789 -1.581396 -2.304537 0.77 0.29 -0.61 -0.49
C 2.782795 -0.084875 -3.412404 0.18 -1.06 0.41 -0.87
H 2.572738 -2.516732 -5.230465 0.08 0.13 -0.52 0.44
H 1.695684 -3.657404 -4.205930 0.17 0.79 0.26 0.32
H 3.230315 -2.854548 -3.651148 -0.07 -0.08 0.31 0.30
H 2.474337 0.878696 -3.015838 -0.48 -0.12 -0.09 0.27
H 3.315227 0.051861 -4.349521 -0.27 -0.04 -0.31 0.44
H 3.510398 -0.512515 -2.707212 -0.38 -0.09 -0.08 0.18
C 2.385324 -1.595918 1.432201 1.69 0.48 -1.00 -0.78
S 3.176926 -0.333324 0.218699 -0.77 -0.71 2.33 0.44
O 2.020274 0.585961 0.019957 -0.48 0.59 -0.89 -0.38
C 4.153283 0.549969 1.468316 0.62 -1.46 -0.03 -1.02
H 3.159721 -2.129937 1.995875 -0.03 -0.29 -0.60 0.47
H 1.813436 -2.230305 0.740310 -0.01 0.08 0.66 0.24
H 1.846659 -1.045221 2.192772 -0.61 0.33 -0.40 0.14
H 4.798647 1.275821 0.990590 -0.03 0.18 -0.10 0.34
H 4.777728 -0.215685 1.984608 -0.35 0.68 -0.20 0.39
H 3.429599 1.001861 2.131158 -0.07 0.14 0.21 0.25
C -4.319848 -3.129323 -1.989103 0.44 0.29 0.22 -0.96
S -3.616836 -1.471944 -2.215516 1.31 -1.43 -1.63 0.39
O -2.605842 -1.346065 -1.134344 -0.05 0.56 1.15 -0.60
C -2.443156 -2.040543 -3.572943 -0.82 -0.70 -0.11 -0.86
H -3.471105 -3.761432 -1.700919 -0.28 0.05 -0.14 0.28
H -4.803921 -3.466273 -2.893431 -0.06 -0.09 -0.30 0.39
H -5.044286 -3.093004 -1.191230 -0.20 0.06 0.30 0.33
H -1.851519 -1.192184 -3.908657 -0.12 0.05 0.05 0.23
H -2.940818 -2.553969 -4.427007 0.11 0.63 0.53 0.43
H -1.784989 -2.785558 -3.084206 -0.35 0.58 -0.02 0.25
C 0.407533 3.746001 -0.080544 -0.72 0.72 0.23 -0.74
S -1.402041 3.627731 0.258435 1.07 0.72 0.06 0.36
O -1.696055 2.168479 0.363424 -0.21 -0.35 0.26 -0.56
C -1.351615 4.241752 2.000115 -0.21 -0.78 -0.66 -0.60
H 0.587940 3.528999 -1.126730 -0.23 0.08 -0.23 0.30
H 0.997077 3.030719 0.488295 -0.18 0.03 0.40 0.12
H 0.650899 4.801149 0.134248 0.22 -0.51 -0.12 0.42
H -0.820796 3.419472 2.472625 -0.23 0.06 0.43 -0.03
H -2.398275 4.349446 2.337358 0.62 -0.10 -0.09 0.31
H -0.775107 5.144291 2.151139 -0.09 0.34 -0.31 0.42
C -0.724547 0.436475 5.121653 -1.24 0.11 0.27 -1.11
S -0.922157 0.976298 3.387465 -0.93 -0.60 1.42 0.57
O -0.252719 -0.243229 2.831094 -0.21 0.03 -1.26 -0.66
C -2.801652 0.841115 3.251147 0.85 0.40 0.51 -0.96
H -1.311214 -0.494058 5.104834 0.94 -0.18 0.00 0.36
H -1.148953 0.956855 5.983585 0.05 0.77 -0.47 0.38
H 0.352242 0.370063 5.225524 -0.03 -0.50 0.09 0.31
H -3.154023 -0.176720 3.043466 0.42 0.20 0.02 0.37
H -3.060841 1.537626 2.454740 -0.13 -0.22 -0.05 0.26
H -3.216863 1.193919 4.213932 0.22 -0.14 -0.47 0.40

---

Entry 4:
67
Properties=species:S:1:pos:R:3:forces:R:3:mulliken_charge:R:1 method="wB97M-V/def2-TZVPD" spin_multiplicity=1 gap_ev=9.9 lumo_ha=0.00179
F 0.071286 5.137877 2.849823 0.13 -0.02 -0.44 -0.21
C 0.035465 4.072245 3.663960 -0.31 0.16 0.64 0.14
F 0.537087 4.486257 4.854446 0.12 -0.29 0.02 -0.28
C 0.852990 2.885783 3.141114 0.67 -0.15 -0.73 0.78
F 2.165600 3.200811 3.079849 -0.06 0.24 0.05 -0.29
F 0.743242 1.895587 4.071335 -0.38 0.09 0.07 -0.32
C 0.425840 2.260631 1.790119 -0.13 -0.45 -0.42 -0.42
O 1.148353 2.646662 0.607527 0.01 1.11 0.41 -0.37
C 0.782631 3.802247 -0.096590 -0.64 -1.58 0.56 0.75
F -0.390620 4.262808 0.360806 -0.01 0.52 0.11 -0.28
F 0.547942 3.403041 -1.366169 0.40 0.26 -0.14 -0.30
C 1.887929 4.867451 -0.093534 0.57 0.32 -0.20 0.18
F 2.218912 5.235166 1.156770 -0.19 -0.20 0.22 -0.22
F 1.478968 5.986605 -0.735953 -0.28 -0.24 -0.13 -0.24
H -1.008476 3.788167 3.821443 0.01 -0.15 -0.07 0.28
H 0.643499 1.194697 1.880111 0.17 0.14 0.07 0.41
H -0.652438 2.310252 1.636635 0.03 0.31 0.07 0.08
H 2.788526 4.491374 -0.584331 -0.14 -0.17 -0.09 0.22
F -1.285034 0.239472 -0.321047 0.14 -0.44 -0.01 -0.20
C -2.511009 0.732840 -0.550268 0.00 0.72 -0.06 0.20
F -2.777384 1.581314 0.477448 -0.28 -0.10 0.01 -0.30
C -3.591770 -0.350758 -0.624934 -0.06 -0.94 0.25 0.91
F -3.716377 -0.984033 0.561219 0.23 0.12 0.08 -0.27
F -4.773962 0.293014 -0.838004 0.18 0.26 -0.25 -0.33
C -3.466501 -1.411303 -1.746575 -0.19 -0.45 -0.49 -0.80
O -2.905790 -2.692717 -1.415214 0.81 0.66 0.62 -0.39
C -1.516280 -2.881986 -1.441499 -1.23 0.38 -0.94 0.71
F -0.912398 -1.830066 -2.013442 0.32 0.19 0.28 -0.27
F -1.296058 -3.927021 -2.262202 0.14 -0.27 0.28 -0.29
C -0.948640 -3.221941 -0.059480 -0.07 -0.32 0.57 0.33
F -1.207129 -2.255980 0.838653 -0.12 0.26 -0.20 -0.26
F 0.401912 -3.353268 -0.125584 -0.19 0.22 -0.60 -0.30
H -2.482920 1.322621 -1.470354 -0.10 -0.08 -0.07 0.27
H -4.493600 -1.652897 -2.025842 0.04 0.00 0.23 0.42
H -3.020382 -1.001424 -2.653609 0.25 0.12 0.20 0.35
H -1.374745 -4.154302 0.315806 -0.03 -0.04 -0.22 0.22
F 1.945624 -7.342007 4.462779 -0.23 0.27 -0.35 -0.21
C 2.945677 -8.198586 4.208212 0.16 -0.38 0.61 0.10
F 3.847459 -8.038544 5.207650 0.22 -0.06 -0.23 -0.27
C 3.622304 -7.950801 2.855140 -0.02 0.74 -0.63 0.90
F 4.222305 -6.741651 2.834414 -0.13 0.06 0.21 -0.27
F 4.620573 -8.872485 2.745068 -0.23 -0.28 0.15 -0.33
C 2.754311 -8.098635 1.580580 -0.15 -0.17 -0.65 -0.74
O 2.224914 -6.909185 0.969633 -0.29 0.35 1.10 -0.38
C 1.010604 -6.367236 1.413023 0.79 -1.32 -0.53 0.81
F 0.397050 -7.221899 2.244720 -0.14 0.20 0.38 -0.30
F 0.218018 -6.277251 0.322339 -0.07 0.37 -0.02 -0.26
C 1.180854 -4.965460 2.008291 0.41 0.53 0.19 0.23
F 2.028494 -4.965997 3.052948 0.06 -0.38 0.10 -0.23
F -0.007794 -4.498517 2.462427 -0.23 -0.25 -0.18 -0.25
H 2.555965 -9.218331 4.269433 0.03 -0.04 -0.16 0.27
H 3.431836 -8.488823 0.818973 0.08 0.18 0.12 0.40
H 1.987801 -8.866624 1.691235 -0.09 0.16 0.29 0.33
H 1.566070 -4.274663 1.264244 0.04 -0.21 -0.08 0.25
H 1.258796 6.832245 -5.571271 0.01 -0.37 0.15 0.25
N 0.710833 6.083012 -5.131320 -1.15 0.14 0.26 -0.71
C -0.494351 6.509344 -5.018123 0.24 0.72 -0.68 0.68
C -0.850644 7.959172 -5.507012 -0.92 -0.91 0.68 -1.16
C -1.650080 5.661334 -4.390135 0.59 0.45 0.64 -0.62
B -1.676128 6.064547 -2.812791 0.26 -0.37 -1.27 0.34
H -1.910675 7.936555 -5.856630 0.78 0.30 0.16 0.29
H -0.803098 8.626347 -4.611562 0.00 -0.29 -0.82 0.26
H -0.196039 8.320565 -6.330400 -0.33 -0.34 0.73 0.42
H -1.395922 4.581752 -4.470421 -0.21 0.76 -0.24 0.27
H -2.627344 5.924966 -4.865294 0.87 -0.30 0.17 0.28
H -1.074724 5.367775 -2.059500 -0.16 0.16 0.07 -0.18
H -2.241357 7.049860 -2.469087 -0.01 0.06 0.12 -0.07